C5H6N3O4 | the ωB97M-V functional and the def2-TZVPD basis

Calculated values
* energy above the lowest of the compared OMol25 structures with the same formula, charge and spin: 5.002 eV
* net charge: -1
* Kohn-Sham gap: 7.45 eV
* electronic energy: -659.1940 a.u.
* SMILES: C/N=C/[C@]1(CN=[N+]([O-])[O-])OC1=O

CARTESIAN COORDINATES (ANGSTROEM)
C (0.53, -1.11, -0.03)
C (1.26, 0.15, -0.35)
C (2.44, 0.52, 0.45)
C (0.46, 1.39, -0.79)
C (-1.48, -2.21, 0.36)
N (-0.65, -1.06, 0.32)
N (-0.93, 1.24, -0.81)
N (-1.45, 1.69, 0.29)
O (3.04, 0.87, 1.41)
O (2.65, 0.17, -0.82)
O (-0.74, 1.97, 1.28)
O (-2.65, 1.89, 0.31)
H (1.05, -1.90, -0.44)
H (0.82, 2.34, -0.21)
H (0.80, 1.42, -1.90)
H (-0.96, -3.21, 0.33)
H (-2.20, -2.19, 1.26)
H (-2.01, -1.98, -0.68)

Atom charges from the natural (NBO) analysis, given in e for atoms 1 to 6: 0.06 0.08 0.80 -0.26 -0.44 -0.34